1.
{
  "formula": "C19H33N2O8S3",
  "method": "the ωB97M-V functional and the def2-TZVPD basis",
  "elements": ["O", "C", "H", "H", "C", "O", "H", "C", "H", "H", "H", "H", "O", "H", "H", "H", "H", "H", "H", "H", "H", "C", "H", "C", "H", "H", "C", "S", "O", "H", "C", "H", "C", "C", "C", "C", "C", "H", "N", "C", "O", "H", "C", "H", "H", "H", "O", "C", "H", "H", "H", "O", "C", "H", "C", "N", "H", "H", "C", "O", "S", "S", "C", "H", "H"],
  "coordinates": [[-3.1566, 3.5028, 2.9754], [-3.2495, 2.2760, 5.2976], [1.5777, -1.2230, -0.8179], [-3.0196, -0.4264, 4.7740], [0.8674, 0.3694, -5.4781], [-0.8430, -0.0571, 0.7460], [5.6146, -3.5864, -2.3250], [3.4003, -4.0288, 0.8551], [0.6164, 1.8125, -3.8635], [-4.7287, 0.8387, 5.9909], [2.3734, -5.0863, 2.7235], [-4.4694, -0.5113, 3.7683], [-1.0258, 2.4797, 3.9003], [-1.4890, 2.0483, -1.8451], [0.7582, -3.6219, 2.1526], [-2.5550, 1.5521, -0.4952], [3.7861, -6.0930, 1.9782], [0.2983, 4.3542, 0.8598], [0.6539, 3.6625, -0.7328], [0.5475, 0.1028, -3.3370], [-2.0644, 0.3176, 2.7568], [-4.3467, 1.2509, 5.0524], [0.9699, -0.7224, -5.4994], [3.5478, -2.2589, -1.7600], [-5.1847, 1.7174, 4.5208], [-3.5923, 1.0542, 2.1843], [-1.4910, 0.3964, -6.0672], [-2.4625, 2.4662, 3.7102], [0.5922, 0.5927, -1.2441], [-1.6260, -0.6872, -6.1350], [0.2879, 0.8050, -4.1333], [1.6655, -2.0176, 2.5562], [0.5275, 2.1906, 0.8413], [2.3663, -2.0810, -0.6051], [3.4374, -4.9803, 2.2302], [-1.3886, 3.3526, -0.1011], [-1.5876, 1.9876, -0.7577], [-2.3049, 0.9098, -6.5820], [2.3354, -2.9652, 0.6546], [4.7158, -3.4083, -1.5712], [-1.9391, 2.2075, -4.2163], [1.8631, 0.7955, -5.6357], [-3.7162, 0.1715, 4.1738], [1.6079, 2.0370, 0.8286], [-1.9571, 3.3976, 0.8358], [-2.5017, 1.8925, 5.9981], [-2.0755, -0.2459, -3.5803], [-0.1135, 0.8089, -6.5642], [0.1188, 0.3515, -7.5304], [0.3293, -2.0376, 1.1857], [3.5712, -1.5522, -2.6928], [4.4210, -4.2907, 3.1299], [4.6435, -4.3287, -0.2165], [-3.6303, 3.2384, 5.6437], [1.2161, -2.6646, 1.6596], [3.9299, -3.0612, 3.4519], [5.4555, -5.1521, 0.0041], [0.1471, 2.1095, 1.8639], [0.1016, 3.5034, 0.2011], [4.7146, -2.1781, 3.1397], [-1.4862, 0.8380, -4.3408], [-0.2781, 0.9406, -0.1406], [-2.9538, 0.8786, 3.0545], [-0.0681, 1.8978, -6.6847], [-1.7543, 4.1579, -0.7458]],
  "mulliken_charge": [-0.676, -0.750, 0.029, 0.320, -0.779, -0.750, 0.329, 0.527, 0.341, 0.370, 0.255, 0.353, -0.705, -0.396, 0.254, 0.474, 0.385, 0.372, 0.343, -0.031, -0.003, -0.608, 0.312, -0.493, 0.287, 0.306, -0.736, 1.225, -0.707, 0.340, -0.016, 0.310, -0.644, 0.442, -0.508, -0.405, -0.033, 0.423, 0.339, -0.292, -0.680, 0.359, -0.786, 0.447, -0.049, 0.332, -0.686, -0.645, 0.372, 0.200, 0.371, -0.169, -0.541, 0.413, -0.676, 0.218, 0.343, 0.314, -0.709, -0.267, 1.208, 1.146, -0.052, 0.293, 0.439],
  "homo_energy_ev": -12.33,
  "spin_multiplicity": 1,
  "total_charge": 1
}



2.
{
  "formula": "C4H13N3",
  "method": "the ωB97M-V functional and the def2-TZVPD basis",
  "elements": ["H", "H", "H", "N", "H", "H", "H", "C", "N", "N", "H", "H", "H", "C", "C", "H", "H", "H", "C", "H"],
  "coordinates": [[1.6407, -0.1607, -0.1671], [2.1416, 0.2233, 2.3610], [-2.2120, -1.6169, -2.0868], [1.2050, 1.8386, 3.3007], [0.2028, -1.8973, -1.6206], [0.6502, -1.2169, 0.9259], [-1.8509, -0.3358, -3.0986], [-0.2951, -0.9117, -1.9105], [0.5087, 0.9195, 1.2372], [-1.5046, -1.1998, -2.7086], [-1.6035, -0.5729, 0.0493], [-0.1568, 1.7589, 1.0995], [1.5588, 1.7091, 4.2727], [1.3059, 0.9498, 2.2899], [-0.7417, -0.1967, -0.6040], [0.5069, -0.4314, -2.5117], [-1.3593, -1.9829, -3.5743], [-1.0022, 0.8676, -0.7884], [0.6103, -0.1763, 0.2304], [0.3952, 2.4324, 3.3040]],
  "mulliken_charge": [0.459, 0.349, 0.380, -0.336, 0.379, 0.361, 0.361, -0.756, -0.192, -0.317, 0.411, 0.319, 0.310, 0.186, -0.556, 0.356, 0.446, 0.383, -0.778, 0.235],
  "smiles": "N/C=[NH+]/CCC[NH3+]",
  "homo_energy_ev": -18.15,
  "spin_multiplicity": 1,
  "relative_energy_ev": 1.605,
  "total_charge": 2
}



no.,LUMO (eV),largest force on an atom (Eh/bohr),DFT total energy (eV)
1,-4.73,0.100,-72085.9587
2,-6.79,0.083,-8811.9715